C4H8O2 | ωB97M-V/def2-TZVPD

Properties
- Total charge: 0
- Kohn-Sham gap: 10.7 eV
- Calculated total energy: -8370.715 eV
- Energy above the lowest of the compared OMol25 structures with the same formula, charge and spin: 59.18 kcal per mole
- Lowest unoccupied orbital energy: 0.82 eV

```
14
Properties=species:S:1:pos:R:3:forces:R:3:lowdin_charge:R:1
O -1.058482 -0.854037 -1.932861 -0.022 -0.010 -0.086 -0.0659
C -1.162059 -0.130589 -0.715848 0.166 0.356 0.511 -0.2204
C 0.082293 -0.339956 0.153873 -0.244 0.067 -0.162 -0.2528
C 1.450322 0.286019 -0.089851 0.054 -0.044 -0.321 -0.1518
O 1.704241 0.134946 1.333595 0.169 0.408 0.108 -0.1206
C 0.274372 0.246560 1.550700 -0.300 -0.051 0.119 -0.1607
H -1.784099 -0.578499 -2.511209 0.272 -0.128 0.209 0.0889
H -2.083564 -0.408061 -0.173038 0.357 -0.129 0.013 0.1212
H -1.261904 0.945510 -0.931045 0.141 -0.099 0.095 0.1212
H 0.418087 -1.358539 0.379416 -1.001 -0.409 -0.744 0.1512
H 2.112175 -0.263948 -0.767539 0.178 0.160 0.406 0.1231
H 1.441399 1.357065 -0.340959 -0.098 -0.157 -0.077 0.1230
H -0.145102 -0.344531 2.374470 0.442 0.179 0.026 0.1216
H 0.012320 1.308059 1.670297 -0.112 -0.144 -0.098 0.1219
```
Forces are in eV/Å.